Entry from the OMol25 dataset: a 5-piece molecular cluster, C6H22NO5 overall (wB97M-V/def2-TZVPD).

## Properties
charge: +1
E_LUMO: -0.10404 hartree
HOMO-LUMO gap: 10.36 eV
energy above the lowest of the compared OMol25 structures with the same formula, charge and spin: 2.868 eV
maximum force: 0.18324 hartree/bohr
spin multiplicity: 1
DFT total energy: -672.43185 a.u.

Each line ends with the Mulliken charge.
Positions of all 34 atoms, in Å:
C (1.7468, 1.5612, -0.5046)  -0.773
O (1.9269, 2.9503, -0.8469)  -0.585
C (0.3985, 1.5768, 0.3492)  0.037
C (0.0277, 0.1669, 0.5833)  0.163
C (-1.2647, -0.1071, 1.4031)  0.774
C (-2.3996, -0.3940, 0.8114)  -1.190
C (-1.2200, 0.3721, 2.8221)  -1.145
N (-0.6381, 2.2659, -0.5919)  -0.274
H (1.7164, 1.1304, -1.6139)  0.304
H (2.6541, 1.2063, -0.1531)  0.504
H (2.6772, 2.8512, -1.5483)  0.370
H (0.4783, 2.2098, 1.1650)  0.562
H (0.8468, -0.5830, 0.9496)  -0.402
H (0.0117, -0.2385, -0.4339)  0.013
H (-2.5333, -0.6534, -0.2224)  0.300
H (-3.2626, -0.3403, 1.3633)  0.324
H (-0.8289, 1.3611, 2.7895)  0.337
H (-0.4693, -0.2929, 3.3894)  0.238
H (-2.2798, 0.4995, 3.2648)  0.372
H (-1.5128, 2.4350, -0.0456)  0.450
H (-0.1813, 3.0849, -1.1161)  0.426
H (-1.0729, 1.6554, -1.3484)  0.221
H (-0.1444, -4.3396, 0.8278)  0.293
H (1.0767, -3.3092, 0.5309)  0.361
O (0.1313, -3.5485, 0.3086)  -0.652
H (-1.6291, 0.5893, -3.7226)  0.253
H (-0.8316, -0.4314, -2.8388)  0.427
O (-0.9190, 0.4739, -3.2679)  -0.653
H (3.1070, -1.5060, 0.8862)  0.319
H (2.6452, -1.8624, 2.1652)  0.351
O (2.9914, -2.3572, 1.3264)  -0.670
H (-0.4526, -2.3399, -1.4683)  0.236
H (-0.0906, -2.1679, -2.9535)  0.330
O (-0.7054, -1.9187, -2.2596)  -0.622

Cartesian forces (eV/Å) of the 2 atoms listed first:
-2.56 1.92 -3.52
2.51 -0.26 -1.75